Entry 1:
The following is a quantum chemistry calculation of 7 unconnected molecules or ions with the total composition C62H70Br2Cl2F8N3O7 in a non-equilibrium geometry, from the Open Molecules 2025 dataset.

Summary:
Lowest unoccupied orbital energy, eV: -3.571

```
! wB97M-V def2-TZVPD RIJCOSX def2/J DEFGRID3
* xyz 1 1
C 6.08339 -3.60219 1.56692
C 6.19511 -2.86398 0.24823
O 5.97255 -3.68568 -0.87235
C 4.63605 -4.09114 -1.03814
C 4.13296 -3.65038 -2.41023
O 2.76547 -3.28528 -2.40707
C 1.92595 -4.35524 -2.05154
C 0.49980 -3.95664 -2.33112
O 0.25271 -2.75397 -1.62141
C -1.08719 -2.44338 -1.54456
C -1.23423 -1.15133 -0.71416
C -0.59075 -0.07036 -1.68351
C 0.91502 0.24130 -1.82265
C 1.29833 1.68546 -1.40594
C 2.25056 1.85743 -0.21232
N 3.42263 2.67384 -0.62622
C 3.08051 4.10266 -0.65987
C 4.49054 2.43764 0.32276
C 4.21110 2.61721 1.78628
O 5.56743 2.06733 -0.06414
C -0.68233 -1.12366 0.75261
Cl 1.07645 -1.37920 0.98577
C -1.26806 -1.93575 1.94951
Br -1.87490 -0.96284 3.49407
C -1.24795 -3.25543 2.17044
C -1.75813 -3.95027 3.39170
Br -0.45836 -4.46619 0.96290
C -1.03136 0.35716 0.97230
C -2.50682 0.41373 0.49184
Cl -2.90767 2.05544 -0.03437
N -2.70780 -0.72095 -0.54815
C -3.24270 -0.21841 -1.85916
C -4.69411 0.27201 -1.80150
C -5.62256 -0.38792 -2.76764
O -4.98834 1.01978 -2.87168
N -3.59173 -1.76851 -0.10147
C -4.71184 -1.59641 0.74546
O -5.79656 -1.89114 0.39102
F -4.45458 -1.21522 1.94918
C -3.80636 -2.90218 -0.95716
O -4.14110 -2.93176 -2.08180
F -3.59712 -3.98010 -0.24033
H 5.04547 -3.88055 1.74886
H 6.38170 -2.96814 2.39436
H 6.65867 -4.52101 1.54773
H 5.52560 -2.00428 0.24483
H 7.19232 -2.44838 0.16424
H 4.00038 -3.63498 -0.27844
H 4.57466 -5.17401 -0.94351
H 4.69348 -2.76872 -2.69930
H 4.32974 -4.42002 -3.15863
H 1.99888 -4.51297 -0.97209
H 2.18424 -5.27891 -2.56919
H 0.37133 -3.80039 -3.40175
H -0.16120 -4.74543 -1.97055
H -1.61886 -3.29392 -1.10842
H -1.55038 -2.31021 -2.52726
H -1.03035 0.90136 -1.49062
H -0.95330 -0.32423 -2.66991
H 1.10460 0.22595 -2.89200
H 1.62040 -0.48262 -1.45315
H 1.78395 2.17744 -2.24022
H 0.39425 2.26492 -1.22091
H 1.71940 2.39870 0.57634
H 2.63180 0.91689 0.15324
H 3.72766 4.60099 -1.37273
H 3.22326 4.59159 0.30392
H 2.05761 4.23658 -0.98857
H 5.10937 2.92670 2.29986
H 3.89003 1.66906 2.21021
H 3.41153 3.32387 1.97234
H -1.21073 -3.64081 4.27400
H -2.80416 -3.68329 3.52286
H -1.72048 -5.02187 3.26582
H -0.37979 1.03516 0.44086
H -0.94996 0.68815 1.99284
H -3.09716 0.30859 1.38957
H -2.75145 0.68404 -2.19220
H -3.15462 -0.94503 -2.65139
H -5.12932 0.55758 -0.84597
H -6.65662 -0.11855 -2.63717
H -5.26096 -0.77572 -3.70297
F -1.17207 4.38154 -7.82926
C -2.06067 3.84883 -6.97219
C -1.60583 2.99480 -5.98790
C -2.52804 2.45244 -5.10553
C -3.87552 2.75767 -5.22372
C -4.30977 3.61979 -6.22226
C -3.39682 4.17650 -7.10562
H -0.55088 2.76444 -5.92150
H -2.19268 1.78822 -4.32211
H -4.57254 2.31897 -4.52944
H -5.36050 3.85702 -6.31705
H -3.70711 4.85453 -7.88882
F 4.97273 3.67504 4.69478
C 5.90356 4.65666 4.80349
C 7.23380 4.33228 4.63675
C 8.17798 5.34224 4.74260
C 7.78302 6.64464 5.01794
C 6.43840 6.94226 5.18549
C 5.48571 5.94104 5.07357
H 7.51935 3.30960 4.42939
H 9.22554 5.11021 4.60969
H 8.52460 7.42678 5.10251
H 6.12852 7.95343 5.40529
H 4.43214 6.15164 5.19337
F -1.92040 -4.52905 -6.49841
C -2.90767 -5.18392 -5.85650
C -3.65553 -6.11652 -6.54538
C -4.66580 -6.78728 -5.87220
C -4.91969 -6.51562 -4.53416
C -4.15643 -5.57027 -3.86548
C -3.13788 -4.89956 -4.52668
H -3.44582 -6.30893 -7.58857
H -5.25705 -7.52535 -6.39598
H -5.71085 -7.03963 -4.01622
H -4.35146 -5.35470 -2.82596
H -2.52399 -4.16318 -4.02328
F 4.57383 7.53985 7.49374
C 4.09002 6.90882 8.58552
C 3.39429 5.72916 8.41988
C 2.90450 5.08391 9.54566
C 3.10830 5.62463 10.80702
C 3.80920 6.81432 10.94511
C 4.31076 7.46500 9.82798
H 3.24310 5.32712 7.42715
H 2.36245 4.15464 9.43578
H 2.72216 5.11917 11.68131
H 3.96718 7.23956 11.92647
H 4.86585 8.38917 9.91293
F -1.60358 -0.24974 -5.47288
C -1.58624 -0.88152 -6.67861
C -2.47788 -0.46915 -7.64508
C -2.45878 -1.11106 -8.87429
C -1.56425 -2.14596 -9.10995
C -0.68024 -2.53999 -8.11621
C -0.68344 -1.90103 -6.88523
H -3.16747 0.33874 -7.43475
H -3.14447 -0.79986 -9.64998
H -1.55582 -2.64426 -10.06916
H 0.01482 -3.34778 -8.29736
H 0.00259 -2.18626 -6.09823
F -2.85793 0.34962 5.89547
C -3.94623 -0.18600 6.51336
C -4.09198 0.02208 7.86795
C -5.19863 -0.51607 8.50661
C -6.13136 -1.25330 7.79053
C -5.95955 -1.44955 6.42879
C -4.85942 -0.90948 5.77724
H -3.35026 0.59462 8.40781
H -5.33194 -0.35797 9.56752
H -6.99098 -1.67262 8.29399
H -6.68378 -2.02476 5.86842
H -4.71347 -1.04440 4.71635
*
```

Mulliken atomic charge list, values in e, 99 entries:
1. C -1.06
2. C -0.16
3. O -0.44
4. C -0.16
5. C -0.70
6. O -0.20
7. C -0.68
8. C -0.61
9. O 0.75
10. C -1.52
11. C -0.08
12. C -1.49
13. C -1.08
14. C -1.18
15. C -0.98
16. N 0.06
17. C -1.01
18. C 0.39
19. C -0.75
20. O -0.57
21. C 1.14
22. Cl 0.00
23. C -0.60
24. Br -0.07
25. C 0.62
26. C -1.70
27. Br -0.01
28. C -1.30
29. C 1.05
30. Cl -0.06
31. N 1.44
32. C -2.45
33. C 0.03
34. C -1.28
35. O -0.45
36. N 0.83
37. C 0.18
38. O -0.41
39. F -0.10
40. C -0.42
41. O -0.23
42. F -0.29
43. H 0.25
44. H 0.40
45. H 0.30
46. H 0.25
47. H 0.36
48. H 0.13
49. H 0.27
50. H 0.36
51. H 0.27
52. H 0.14
53. H 0.59
54. H 0.09
55. H 0.48
56. H 0.41
57. H 0.40
58. H 0.37
59. H 0.88
60. H 0.63
61. H 0.44
62. H 0.87
63. H 0.42
64. H 0.20
65. H 0.56
66. H 0.30
67. H 0.46
68. H 0.33
69. H 0.12
70. H 0.27
71. H 0.37
72. H 0.36
73. H 0.40
74. H 0.48
75. H -0.57
76. H 0.77
77. H 0.59
78. H 0.99
79. H 1.07
80. H 0.72
81. H 0.46
82. H 0.31
83. F -0.33
84. C 0.23
85. C -0.50
86. C 0.26
87. C -0.49
88. C -0.59
89. C -0.58
90. H 0.50
91. H -0.05
92. H 0.70
93. H 0.42
94. H 0.46
95. F -0.37
96. C 0.43
97. C -0.35
98. C -0.34
99. C -0.56

***

Entry 2:
The following is a quantum chemistry calculation of a molecular structure, C62H75N2O6STi in a non-equilibrium geometry, from the Open Molecules 2025 dataset.

Summary:
Expectation value of S²: 0.777
Lowest unoccupied orbital energy (spin up / spin down), eV: -0.285 / -0.467

```
! wB97M-V def2-TZVPD RIJCOSX def2/J DEFGRID3
* xyz 0 2
Ti -0.36834 -1.15367 -1.57601
C -3.71409 0.03387 -1.72655
O -2.33449 0.08766 -1.35016
C -2.12305 1.10878 -0.42351
C -1.89411 2.37780 -0.93109
C -1.55393 2.51011 -2.40140
C -0.05365 2.68467 -2.46681
C 0.41384 3.98782 -2.41845
C 1.75947 4.30537 -2.34613
C 2.63007 3.23188 -2.38413
C 2.21029 1.90709 -2.40274
C 3.31574 0.87891 -2.28012
C 3.54223 0.64751 -0.79837
C 4.01963 1.61546 0.07085
C 4.07296 1.39950 1.44983
C 3.51476 0.22240 1.94601
C 3.04546 -0.77182 1.09321
C 2.44970 -2.07066 1.59197
C 1.02159 -1.94205 2.11037
C 0.78665 -2.45236 3.38101
C -0.44984 -2.41108 4.00883
C -1.45589 -1.74309 3.32765
C -1.27821 -1.21068 2.05795
C -2.48586 -0.55212 1.41634
C -2.26223 0.86072 0.92965
C -2.26273 1.95245 1.79185
C -2.13218 3.25498 1.32019
C -1.90700 3.44244 -0.04515
C -2.22800 4.47247 2.23821
C -3.23431 5.47867 1.65836
C -0.84379 5.12865 2.34266
C -2.69774 4.09627 3.64548
C -0.04980 -1.36536 1.38770
O 0.08106 -0.94923 0.10658
C -0.65928 -3.00745 5.39891
C -2.13072 -3.37144 5.63125
C -0.21655 -1.97038 6.44160
C 0.16676 -4.28901 5.57456
C 3.16859 -0.57055 -0.26746
O 2.98278 -1.61587 -1.12349
C 4.19298 -2.31924 -1.41899
C 4.73645 2.44226 2.34920
C 6.14782 2.73366 1.81050
C 4.86482 1.95965 3.79425
C 3.91328 3.73867 2.32590
C 0.83058 1.58507 -2.40067
O 0.35709 0.30907 -2.34400
C 2.20460 5.74452 -2.12470
C 1.62615 6.21278 -0.77847
C 3.72750 5.87516 -2.05381
C 1.68843 6.65729 -3.24374
H -4.14352 1.03431 -1.69483
H -3.77955 -0.35594 -2.73907
H -4.27812 -0.61732 -1.05350
H -1.85726 1.61797 -2.94409
H -2.04376 3.37725 -2.84429
H -0.32770 4.77915 -2.43782
H 3.69812 3.40893 -2.39144
H 3.02786 -0.05606 -2.75630
H 4.21524 1.26426 -2.76204
H 4.34960 2.55891 -0.34693
H 3.45359 0.04386 3.01246
H 2.48400 -2.80479 0.78557
H 3.05492 -2.44778 2.41657
H 1.62600 -2.89965 3.89916
H -2.43400 -1.62641 3.77482
H -2.80150 -1.17565 0.58075
H -3.28749 -0.54351 2.15536
H -2.40404 1.75872 2.84740
H -1.74699 4.43946 -0.43751
H -2.89215 5.90097 0.71353
H -4.20012 4.99974 1.48627
H -3.38118 6.30491 2.35683
H -0.47068 5.41633 1.35946
H -0.89127 6.02172 2.96992
H -0.12757 4.43178 2.78235
H -3.67037 3.60113 3.61645
H -1.98240 3.43687 4.13966
H -2.79325 4.99843 4.25112
H -2.77269 -2.49044 5.64897
H -2.48474 -4.04132 4.84505
H -2.24553 -3.87950 6.58992
H -0.82296 -1.06613 6.36321
H -0.31258 -2.36861 7.45452
H 0.82647 -1.69288 6.27833
H -0.04900 -4.99705 4.77251
H 1.23811 -4.08713 5.57796
H -0.07988 -4.76036 6.52729
H 4.03337 -3.38556 -1.25123
H 4.47028 -2.16138 -2.46337
H 5.00726 -1.97750 -0.77845
H 6.71757 1.80915 1.70161
H 6.10498 3.22130 0.83680
H 6.69010 3.39565 2.48935
H 5.41776 1.02033 3.84933
H 5.40163 2.70599 4.38196
H 3.88471 1.81613 4.25301
H 3.82725 4.12370 1.30821
H 2.90609 3.56306 2.70883
H 4.39069 4.50281 2.94398
H 1.94101 5.54272 0.02447
H 1.96932 7.22306 -0.54244
H 0.53544 6.22146 -0.80312
H 4.13665 5.27395 -1.23910
H 4.19962 5.57110 -2.99020
H 3.99454 6.91619 -1.86540
H 0.59838 6.66500 -3.28557
H 2.02340 7.68331 -3.07631
H 2.06520 6.32773 -4.21362
N 2.03812 -6.82928 -4.79823
C 1.72826 -6.66309 -3.47541
S 1.88940 -7.97790 -2.45023
C 1.32628 -5.36098 -3.03034
C 1.26896 -4.22581 -3.88870
C 0.86195 -3.01762 -3.41494
N 0.48488 -2.80397 -2.12334
C 0.54980 -3.88194 -1.27905
C 0.94450 -5.11730 -1.68159
H 2.12437 -7.78584 -5.09633
H 1.64686 -6.19846 -5.47888
H 1.55054 -4.30130 -4.92991
H 0.80007 -2.15356 -4.06538
H 0.25121 -3.70426 -0.25346
H 0.96566 -5.94021 -0.98231
C -7.41216 -5.04582 -2.91451
C -6.03538 -4.45114 -2.82860
C -5.16292 -4.84034 -1.82001
C -3.90751 -4.27487 -1.66884
C -3.04823 -4.80755 -0.55041
C -3.49245 -3.27338 -2.58134
C -4.31833 -2.95891 -3.68058
C -3.91078 -2.05921 -4.82066
C -5.58068 -3.53612 -3.76254
C -2.27957 -2.47386 -2.26588
O -1.66060 -1.75250 -3.10725
O -1.85424 -2.42002 -1.06743
H -7.94885 -4.91063 -1.97456
H -7.34969 -6.11858 -3.10554
H -7.99440 -4.58789 -3.71252
H -5.47655 -5.60072 -1.11275
H -3.39772 -5.79925 -0.26460
H -3.09228 -4.16176 0.32739
H -2.00384 -4.87436 -0.84513
H -3.14322 -1.34768 -4.54581
H -4.77699 -1.53401 -5.22421
H -3.50047 -2.67804 -5.62263
H -6.22829 -3.25179 -4.58483
*
```

Mulliken atomic charge list, values in e, 99 entries:
1. Ti 0.56
2. C -1.17
3. O 1.36
4. C -0.45
5. C 0.51
6. C -1.20
7. C 0.03
8. C -0.43
9. C -0.41
10. C -0.38
11. C -0.09
12. C -0.92
13. C 0.74
14. C -0.55
15. C 0.00
16. C -0.10
17. C -0.53
18. C -1.12
19. C 0.47
20. C -0.33
21. C 0.13
22. C -0.40
23. C 0.24
24. C -0.62
25. C -0.06
26. C -0.28
27. C -0.06
28. C -0.46
29. C 2.15
30. C -1.73
31. C -1.41
32. C -2.19
33. C -0.36
34. O -0.33
35. C 1.79
36. C -1.82
37. C -1.65
38. C -1.80
39. C -0.09
40. O 0.14
41. C -1.19
42. C 2.13
43. C -1.64
44. C -2.29
45. C -1.33
46. C -0.46
47. O -0.15
48. C 2.13
49. C -1.47
50. C -2.01
51. C -1.90
52. H 0.61
53. H -0.01
54. H 0.17
55. H -0.03
56. H 0.86
57. H 0.43
58. H 0.76
59. H 0.06
60. H 0.72
61. H 0.29
62. H 0.61
63. H 0.14
64. H 0.65
65. H 0.28
66. H 0.27
67. H -0.83
68. H 0.89
69. H 0.62
70. H 0.29
71. H 0.30
72. H 0.38
73. H 0.46
74. H 0.05
75. H 0.51
76. H 0.33
77. H 0.43
78. H 0.37
79. H 0.46
80. H 0.34
81. H 0.42
82. H 0.45
83. H 0.34
84. H 0.45
85. H 0.35
86. H 0.38
87. H 0.37
88. H 0.46
89. H 0.22
90. H 0.25
91. H 0.44
92. H 0.36
93. H 0.26
94. H 0.45
95. H 0.42
96. H 0.46
97. H 0.38
98. H -0.07
99. H 0.36

***

no.,DFT total energy (eV)
1,-271087.7406
2,-114733.3058